Below is 2 unconnected molecules or ions with the total composition C4H12O, with properties calculated with ωB97M-V with the def2-TZVPD basis set.

- SMILES = CCO.CC
- spin multiplicity = 1

Cartesian coordinates (Å):
C 0.678 -2.399 -0.502
C 1.249 -1.965 0.835
O 0.532 -0.821 1.271
H 0.998 -1.666 -1.263
H -0.371 -2.216 -0.505
H 1.001 -3.425 -0.883
H 1.243 -2.768 1.620
H 2.259 -1.542 0.820
H 0.071 -0.840 2.171
C -1.353 2.776 -0.255
C -0.551 1.601 -0.637
H -1.881 3.257 -1.076
H -2.146 2.538 0.425
H -0.836 3.569 0.264
H 0.176 1.402 0.060
H 0.194 1.693 -1.629
H -1.264 0.807 -0.716

Below is 2 unconnected molecules or ions with the total composition C4H12O, with properties calculated with ωB97M-V with the def2-TZVPD basis set.

- SMILES = CCO.CC
- spin multiplicity = 1

Cartesian coordinates (Å):
C 1.268 -1.858 -0.551
C 1.360 -1.007 0.704
O 2.095 -1.713 1.730
H 0.653 -2.744 -0.403
H 2.253 -2.165 -0.905
H 0.813 -1.299 -1.370
H 1.842 -0.041 0.545
H 0.406 -0.840 1.203
H 2.815 -2.200 1.321
C -0.978 1.879 -0.067
C -2.404 1.564 -0.513
H -0.230 1.127 -0.310
H -0.587 2.787 -0.531
H -0.979 2.109 1.000
H -3.149 2.203 -0.039
H -2.667 0.552 -0.220
H -2.512 1.644 -1.595

Below is 2 unconnected molecules or ions with the total composition C4H12O, with properties calculated with ωB97M-V with the def2-TZVPD basis set.

- SMILES = CCCC.O
- spin multiplicity = 1

Cartesian coordinates (Å):
C 1.170 0.075 -1.606
C 0.282 1.072 -0.852
C -0.545 0.342 0.268
C -1.905 1.029 0.383
H 0.601 -0.529 -2.317
H 1.351 -0.744 -0.912
H 2.137 0.403 -1.945
H -0.485 1.535 -1.479
H 0.822 1.918 -0.419
H -0.741 -0.703 0.007
H 0.108 0.165 1.117
H -2.401 0.719 1.296
H -2.456 0.756 -0.525
H -1.908 2.121 0.309
O 0.806 -2.087 1.638
H 1.460 -1.400 1.490
H 0.969 -2.774 0.990

Calculated highest occupied orbital energy in order - -10.2, -10.3, -10.8 eV
Calculated LUMO in order - 0.86, 0.99, 0.85 eV